A 2-piece molecular cluster, C4H9OS2 overall at a distorted geometry, computed with wB97M-V/def2-TZVPD.

```
! wB97M-V def2-TZVPD RIJCOSX def2/J DEFGRID3
* xyz -1 1
C 0.5250 0.5937 -1.2945
C 0.0525 -1.5945 -0.2829
C -1.2405 0.3832 0.4700
C 0.1491 -0.0962 0.0039
O 0.3870 -0.3808 2.5084
S 1.6625 2.9836 1.7150
S 1.3128 0.0115 1.4169
H -0.2532 0.3674 -2.0264
H 0.5298 1.6922 -1.3152
H 1.4648 0.2846 -1.9052
H -0.8413 -1.7845 -0.9485
H -0.2188 -1.9441 0.7044
H 0.9535 -2.0043 -0.8255
H -1.1549 0.2197 1.5699
H -1.3346 1.4037 0.3768
H -1.9937 -0.1350 -0.1672
*
```

Calculated values
Energy (Ha): -1029.3613
Gap between HOMO and LUMO (spin up / spin down) (Eh): 0.2337 / 0.2339
Energy above the lowest of the compared OMol25 structures with the same formula, charge and spin (kcal per mole): 53.3
LUMO level (spin up / spin down) (eV): 3.063 / 3.390



C43H69N3O4S3SbSeTi as an isolated structure, computed with wB97M-V/def2-TZVPD.

```
! wB97M-V def2-TZVPD RIJCOSX def2/J DEFGRID3
* xyz -2 2
Ti -0.4707 -0.8906 0.0855
C 5.6796 -3.7583 -3.8097
C 4.3050 -4.3639 -3.4923
C 4.4966 -5.7240 -2.8068
C 3.5728 -4.5993 -4.8142
C 3.5295 -3.4285 -2.5643
C 2.3058 -2.8658 -2.9085
C 1.6150 -2.0566 -2.0177
Se -0.0298 -1.2206 -2.4520
C -1.0228 -2.8904 -0.0629
C -1.0200 -4.0302 -0.8285
C -1.5440 -5.2155 -0.2915
C -2.1044 -5.1608 0.9786
C -2.1562 -4.0077 1.7814
C -1.5422 -2.8815 1.2313
O -1.3681 -1.6514 1.7629
C -2.8945 -4.0790 3.1154
C -2.9392 -2.7294 3.8280
C -4.3467 -4.5126 2.8663
C -2.2066 -5.0930 4.0394
C -1.4974 -6.4907 -1.1315
C -2.2905 -6.2739 -2.4275
C -2.0896 -7.6986 -0.4039
C -0.0369 -6.8132 -1.4832
C 2.1419 -1.8016 -0.7388
O 1.3878 -1.0927 0.1184
C 3.4181 -2.2723 -0.3989
C 4.0561 -3.1065 -1.3190
C 4.1676 -1.9570 0.9048
C 5.6204 -1.5627 0.5827
C 3.5807 -0.7966 1.7084
C 4.1661 -3.2080 1.7951
H 6.2466 -4.4189 -4.4721
H 6.2639 -3.6033 -2.9024
H 5.5646 -2.7900 -4.2997
H 5.0418 -6.4104 -3.4611
H 3.5298 -6.1683 -2.5659
H 5.0564 -5.6234 -1.8768
H 4.1598 -5.2737 -5.4429
H 3.4273 -3.6672 -5.3612
H 2.5944 -5.0530 -4.6523
H 1.8497 -3.0533 -3.8710
H -0.6232 -4.0006 -1.8375
H -2.5429 -6.0621 1.3886
H -3.4290 -1.9716 3.2159
H -1.9390 -2.3651 4.0587
H -3.5011 -2.8402 4.7625
H -4.8470 -3.7942 2.2158
H -4.8910 -4.5546 3.8144
H -4.4057 -5.4955 2.3966
H -1.1750 -4.7911 4.2343
H -2.1860 -6.0921 3.6003
H -2.7349 -5.1525 4.9961
H -3.3299 -6.0305 -2.2038
H -2.2658 -7.1749 -3.0478
H -1.8805 -5.4478 -3.0066
H -3.1444 -7.5457 -0.1705
H -1.5592 -7.9028 0.5282
H -2.0111 -8.5847 -1.0395
H 0.4299 -5.9878 -2.0205
H 0.0196 -7.7084 -2.1100
H 0.5458 -6.9870 -0.5761
H 5.0159 -3.5261 -1.0438
H 5.6402 -0.6761 -0.0535
H 6.1695 -2.3531 0.0725
H 6.1509 -1.3289 1.5098
H 3.5714 0.1227 1.1229
H 4.2077 -0.6365 2.5921
H 2.5599 -0.9739 2.0239
H 4.6442 -4.0541 1.2986
H 3.1421 -3.4968 2.0384
H 4.7000 -3.0096 2.7290
S -4.8668 0.2364 1.4563
Sb -3.6377 -0.5603 -0.3113
S -1.8186 0.9913 -0.5578
S -4.9122 -0.9800 -2.1523
C 4.3590 0.4456 -2.7811
C 3.6404 1.3806 -1.8160
O 2.2384 1.3726 -1.9529
C 1.6737 2.2982 -2.8513
C 1.7230 1.8563 -4.3082
H 5.4125 0.3658 -2.4997
H 4.3096 0.7973 -3.8119
H 3.9160 -0.5491 -2.7285
H 4.0217 2.4102 -1.8963
H 3.8347 1.0437 -0.7947
H 2.1517 3.2801 -2.7235
H 0.6265 2.3845 -2.5442
H 2.7267 1.9323 -4.7297
H 1.0572 2.4815 -4.9062
H 1.3826 0.8231 -4.3773
C -2.6190 0.6248 4.4278
N -1.5045 1.0153 3.5866
C -1.7571 2.1898 2.7749
C -0.4106 0.2538 3.3808
O 0.3268 0.3687 2.3936
N -0.1302 -0.6755 4.3854
C 0.8042 -1.7278 4.0546
C -0.0166 -0.2164 5.7512
H -3.5237 0.6356 3.8158
H -2.7366 1.3201 5.2685
H -2.4747 -0.3818 4.8039
H -1.9833 3.0318 3.4380
H -2.6034 2.0088 2.1097
H -0.8726 2.4237 2.1944
H 0.6212 -2.0646 3.0375
H 0.6364 -2.5633 4.7400
H 1.8467 -1.3987 4.1518
H -0.6519 0.6463 5.9287
H 1.0207 0.0662 5.9877
H -0.3149 -1.0112 6.4415
N 1.1277 2.8155 0.8992
C 2.2226 3.5634 0.5653
C 2.1226 4.6847 -0.2687
C 3.2375 5.4494 -0.5623
C 4.4831 5.1348 -0.0344
C 4.5858 4.0330 0.8070
C 3.4807 3.2602 1.1075
H 1.2903 1.8741 1.2412
H 0.3094 2.8632 0.3042
H 1.1595 4.9346 -0.6980
H 3.1315 6.3026 -1.2229
H 5.3527 5.7325 -0.2737
H 5.5470 3.7636 1.2302
H 3.5743 2.3998 1.7588
*
```

Calculated values
Energy (Ha): -6831.0833
Gap between HOMO and LUMO (spin up / spin down) (Eh): 0.1969 / 0.2203
⟨S²⟩: 0.76
Energy above the lowest of the compared OMol25 structures with the same formula, charge and spin (kcal per mole): 45.5
LUMO level (spin up / spin down) (eV): 3.895 / 3.873



C15H15F5O19PPd as an isolated structure at a distorted geometry, computed with wB97M-V/def2-TZVPD.

```
! wB97M-V def2-TZVPD RIJCOSX def2/J DEFGRID3
* xyz -1 3
Pd -0.7508 -2.2454 -1.3798
P -1.5589 -5.4065 -3.4913
O -1.7868 -6.6561 -4.3223
O -2.5236 -4.2116 -3.5331
O -0.2095 -4.4937 -3.7368
O -1.4635 -5.4591 -1.9589
C -8.0238 2.6261 -1.7411
C -8.2123 1.4978 -0.7277
O -6.8906 1.1568 -0.4831
C -6.0739 1.6070 -1.4382
O -4.8542 1.2802 -1.4444
O -6.7171 2.4408 -2.2718
F -8.7742 0.4449 -1.2966
H -7.9970 3.6481 -1.3630
H -8.7718 2.5980 -2.5334
H -8.7672 1.7982 0.1611
C 7.6637 -3.2586 3.2022
C 7.0578 -4.3739 4.0244
O 5.7468 -4.5721 3.4982
C 5.4456 -3.6121 2.6974
O 4.5383 -3.5188 1.9177
O 6.4932 -2.8070 2.5792
F 6.7926 -4.0217 5.3173
H 8.2304 -3.7516 2.4124
H 8.1267 -2.4641 3.7876
H 7.6387 -5.2942 3.9631
C -1.0583 0.2827 -8.4041
C -0.4685 1.3250 -7.4135
O 0.4880 2.0014 -8.1648
C 0.8445 1.2549 -9.1939
O 1.7606 1.5611 -10.0491
O 0.0072 0.1697 -9.2673
F 0.1045 0.5956 -6.4704
H -1.9160 0.6184 -8.9870
H -1.3310 -0.6945 -8.0057
H -1.2852 1.9335 -7.0252
C 5.3214 3.4369 2.2178
C 4.1701 4.2708 2.7869
O 3.0311 3.4631 2.4927
C 3.3094 2.7784 1.4390
O 2.5123 2.1088 0.8307
O 4.6191 2.7863 1.2192
F 4.1050 5.3745 2.0633
H 5.7982 2.7283 2.8949
H 6.1596 3.9473 1.7434
H 4.4244 4.5523 3.8087
C -3.0953 0.9733 6.3611
C -1.9187 0.0771 6.7222
O -1.4175 -0.2912 5.4459
C -2.4016 -0.2808 4.6104
O -2.3856 -0.9027 3.5511
O -3.4543 0.3492 5.1120
F -2.4632 -0.9713 7.4198
H -2.7554 1.9601 6.0468
H -3.9183 1.0642 7.0700
H -1.1452 0.5762 7.3059
*
```

Calculated values
Energy (Ha): -2978.6353
Gap between HOMO and LUMO (spin up / spin down) (Eh): 0.1798 / 0.1785
⟨S²⟩: 2.02
LUMO level (spin up / spin down) (eV): 1.629 / 1.629



C20H32BF14NO18S3Zr as an isolated structure at a distorted geometry, computed with wB97M-V/def2-TZVPD.

```
! wB97M-V def2-TZVPD RIJCOSX def2/J DEFGRID3
* xyz 0 1
Zr 2.2999 -2.1568 3.1742
N 5.0325 -5.6101 3.8660
S 5.6069 -6.9691 3.1340
O 4.8761 -8.1432 3.4586
O 6.9811 -6.9865 2.6792
F 4.8188 -6.5935 1.7732
S 6.0720 -6.1331 5.1858
O 7.4954 -5.9217 5.0755
O 5.6021 -7.2719 5.9724
F 5.7921 -4.8961 6.0820
B 0.5647 -1.9753 6.6726
H 0.5469 -3.0428 6.5161
H -0.0371 -1.6185 5.8511
H 0.1897 -1.7256 7.6530
H 1.5265 -1.5063 6.5343
O -0.1160 -2.7231 -0.2127
C 0.0864 -2.4159 -1.5918
C 1.4638 -1.6755 -1.9525
O 2.3284 -1.3312 -0.8892
H -0.7547 -1.7673 -1.8370
H -0.0865 -3.2153 -2.3124
H 1.3253 -0.8663 -2.6696
H 2.0859 -2.4177 -2.4529
C 9.6533 3.6318 1.2834
C 8.6341 2.6414 2.0009
O 8.6030 2.7303 3.4002
C 7.9132 1.8355 4.2042
O 7.0490 1.1018 3.7923
C 8.1310 1.9993 5.7538
F 8.7809 3.1349 6.0445
F 6.9603 1.9835 6.3202
F 8.8018 0.9122 6.1474
H 10.6886 3.5502 1.6146
H 9.4843 4.6837 1.5138
H 9.6300 3.5469 0.1970
H 8.8348 1.6455 1.6060
H 7.7780 3.0681 1.4783
C -8.8951 -1.5072 0.7204
C -9.8886 -1.6554 1.9310
O -11.1608 -1.8476 1.3778
C -11.9326 -2.8890 1.7820
O -11.4343 -3.7427 2.4589
C -13.1603 -3.0564 0.8741
F -13.8720 -1.9704 0.7107
F -12.8932 -3.5577 -0.3597
F -13.9068 -3.9877 1.4906
H -8.0828 -0.8125 0.9341
H -9.5493 -1.1147 -0.0581
H -8.5549 -2.5130 0.4740
H -9.8701 -0.6875 2.4320
H -9.6000 -2.4422 2.6280
C -3.6848 3.8311 5.6462
C -2.3567 3.3919 5.1976
O -1.6373 4.4639 4.6083
C -0.4566 4.1829 4.0064
O -0.0214 3.0376 3.8315
C 0.4109 5.4156 3.5729
F 0.6097 5.2979 2.2442
F -0.1566 6.5809 3.9887
F 1.6490 5.3997 4.1706
H -4.2806 4.0025 4.7497
H -3.6194 4.6837 6.3221
H -4.1493 2.9653 6.1184
H -2.4737 2.5699 4.4914
H -1.7125 3.1653 6.0472
C 1.2750 -4.0340 -9.1133
C 1.9269 -3.1305 -10.1507
O 0.9834 -2.4505 -11.0102
C 0.0803 -1.5714 -10.3923
O 0.3192 -0.9066 -9.4178
C -1.0343 -1.1302 -11.3931
F -1.7170 0.0313 -10.9814
F -0.5549 -1.0167 -12.5967
F -1.8544 -2.1790 -11.4719
H 0.7251 -4.8493 -9.5834
H 0.6028 -3.4105 -8.5238
H 1.9832 -4.3588 -8.3511
H 2.4825 -3.7941 -10.8133
H 2.4909 -2.3399 -9.6559
C -1.0474 4.9103 -4.9356
C -1.1271 6.3209 -4.2719
O -1.8366 6.1777 -3.0247
S -2.6015 4.7416 -2.9046
O -4.0275 4.9982 -2.7970
O -1.9182 3.8394 -1.9235
O -2.1480 4.2146 -4.4344
H -0.1235 4.3814 -4.7013
H -1.0628 4.9684 -6.0240
H -1.6059 7.0696 -4.9030
H -0.1725 6.8119 -4.0827
*
```

Calculated values
Energy (Ha): -4854.0274
Gap between HOMO and LUMO (Eh): 0.0946
Energy above the lowest of the compared OMol25 structures with the same formula, charge and spin (kcal per mole): 571.8
LUMO level (eV): -6.212



- Among the records above, which one has the highest energy?
  C4H9OS2